Entry from OMol25: 3 unconnected molecules or ions with the total composition C19H47BN2O3 in a non-equilibrium geometry (wB97M-V/def2-TZVPD).

The HOMO-LUMO gap comes out at 9.2 eV. The value obtained for the largest force on an atom is 1.3 eV/Å. Its HOMO energy is -8.6 eV. Its structure (SMILES) is CCCCON(CCOC)B(N)O.CCCCCC.CCCCCC. The calculation puts the total energy at -1112.2027 Ha.

Element x y z (Å)
1 C 6.29 -3.18 -2.49
2 C 5.44 -2.08 -3.15
3 C 3.98 -2.25 -2.76
4 C 3.06 -1.25 -3.42
5 O 1.81 -1.10 -2.76
6 N 1.27 -2.35 -2.37
7 C 0.29 -2.86 -3.34
8 C 0.79 -4.12 -3.99
9 O 0.81 -5.13 -3.00
10 C 1.97 -5.95 -3.00
11 B 0.78 -2.30 -0.98
12 N 1.24 -3.31 -0.01
13 O -0.09 -1.33 -0.55
14 H 6.35 -4.06 -3.11
15 H 7.27 -2.82 -2.20
16 H 5.78 -3.48 -1.58
17 H 5.81 -1.13 -2.77
18 H 5.54 -2.10 -4.23
19 H 3.69 -3.27 -2.98
20 H 3.90 -2.10 -1.68
21 H 2.89 -1.49 -4.47
22 H 3.51 -0.26 -3.38
23 H -0.59 -3.17 -2.78
24 H 0.02 -2.11 -4.07
25 H 1.77 -3.97 -4.43
26 H 0.09 -4.41 -4.77
27 H 2.40 -6.03 -4.00
28 H 2.71 -5.54 -2.32
29 H 1.70 -6.94 -2.65
30 H 2.25 -3.31 -0.01
31 H 0.95 -4.24 -0.31
32 H 0.30 -0.93 0.25
33 C -2.27 1.51 0.25
34 C -1.46 1.78 -1.02
35 C -0.33 2.78 -0.81
36 C -0.77 4.18 -0.38
37 C -1.74 4.87 -1.34
38 C -1.15 5.10 -2.73
39 H -2.77 2.42 0.61
40 H -3.05 0.77 0.06
41 H -1.63 1.13 1.04
42 H -2.13 2.12 -1.82
43 H -1.03 0.84 -1.36
44 H 0.26 2.84 -1.73
45 H 0.35 2.38 -0.05
46 H 0.13 4.80 -0.27
47 H -1.22 4.13 0.61
48 H -2.02 5.83 -0.92
49 H -2.66 4.29 -1.43
50 H -0.24 5.70 -2.68
51 H -1.86 5.62 -3.37
52 H -0.90 4.16 -3.23
53 C -4.20 0.92 7.14
54 C -3.49 2.13 6.55
55 C -3.76 2.33 5.05
56 C -3.29 1.18 4.16
57 C -1.80 0.86 4.26
58 C -0.90 2.02 3.84
59 H -3.87 -0.01 6.68
60 H -4.01 0.84 8.21
61 H -5.28 1.00 7.00
62 H -2.42 2.05 6.73
63 H -3.82 3.03 7.08
64 H -3.30 3.26 4.73
65 H -4.84 2.46 4.91
66 H -3.53 1.44 3.12
67 H -3.86 0.28 4.38
68 H -1.59 0.00 3.62
69 H -1.55 0.55 5.28
70 H -1.12 2.32 2.81
71 H 0.15 1.73 3.89
72 H -1.03 2.89 4.48